[1]
50
Properties=species:S:1:pos:R:3 method="wB97M-V/def2-TZVPD" homo_lumo_gap_ev=4.79 homo_energy_ev=-7.9
C -1.460 -0.189 3.680
O -2.669 -0.700 3.188
C -3.583 0.320 2.791
C -4.085 0.084 1.362
C -3.033 0.659 0.383
C -3.019 -0.023 -0.981
C -2.073 0.662 -1.995
B -0.546 0.834 -1.455
Cl -0.459 2.585 -0.645
O -0.202 -0.309 -0.607
C 1.014 -0.919 -0.968
C 0.950 -2.132 -1.888
C 0.465 -3.444 -1.241
C 0.931 -3.669 0.183
F 0.199 -2.965 1.058
F 2.243 -3.408 0.361
F 0.753 -4.973 0.524
C 1.655 0.265 -1.815
C 2.521 1.211 -1.004
C 3.213 0.801 0.137
C 3.980 1.682 0.889
C 4.068 3.006 0.553
C 3.403 3.410 -0.585
C 2.654 2.554 -1.335
O 0.555 0.822 -2.441
H -1.565 0.330 4.647
H -0.968 0.503 2.982
H -0.771 -1.021 3.850
H -3.012 1.259 2.767
H -4.393 0.475 3.517
H -5.018 0.654 1.279
H -4.288 -0.976 1.185
H -2.064 0.583 0.878
H -3.275 1.714 0.219
H -2.735 -1.075 -0.876
H -4.030 0.054 -1.404
H -2.117 0.119 -2.951
H -2.462 1.668 -2.200
H 1.481 -1.098 0.001
H 1.976 -2.313 -2.236
H 0.373 -1.937 -2.795
H -0.618 -3.575 -1.260
H 0.879 -4.276 -1.821
H 2.251 -0.198 -2.621
H 3.174 -0.234 0.460
H 4.476 1.301 1.775
H 4.644 3.692 1.157
H 3.478 4.453 -0.874
H 2.131 2.900 -2.220
Ag 4.985 0.832 -1.611


[2]
50
Properties=species:S:1:pos:R:3 method="wB97M-V/def2-TZVPD" homo_lumo_gap_ev="3.71 / 3.69" homo_energy_ev="-16.4 / -16.4" total_charge=+3
Ce 0.129 -0.974 0.174
C 3.984 3.402 -0.278
As 2.983 2.021 -1.304
C 4.319 0.633 -1.110
C 1.836 1.510 0.195
C 2.278 0.868 1.327
C 1.370 0.739 2.440
C 0.050 1.199 2.413
C -0.426 1.641 1.142
C 0.432 1.882 0.095
As -0.240 2.632 -1.629
C -0.710 4.542 -1.126
C -2.183 1.957 -1.561
H 3.359 4.203 0.047
H 4.919 3.808 -0.814
H 4.377 2.970 0.653
H 5.007 0.722 -0.277
H 4.901 0.487 -2.047
H 3.831 -0.315 -1.045
H 3.327 0.561 1.469
H 1.814 0.336 3.337
H -0.668 1.159 3.210
H -1.427 1.923 0.960
H 0.178 5.165 -1.289
H -1.081 4.512 -0.110
H -1.534 4.775 -1.770
H -2.548 1.971 -0.496
H -2.008 0.892 -1.835
H -2.769 2.457 -2.328
N -6.062 -2.294 1.442
C -4.768 -2.379 1.131
N -4.474 -2.855 -0.092
N -3.863 -2.246 2.168
C -2.632 -2.114 1.873
N -1.513 -1.858 1.596
H -6.756 -2.531 0.788
H -6.386 -1.849 2.296
H -5.244 -3.097 -0.747
H -3.528 -2.996 -0.382
Se -1.164 -1.697 -2.380
C 0.355 -2.685 -1.553
C 1.729 -2.556 -1.794
C 2.589 -2.884 -0.733
N 2.115 -3.403 0.451
C 0.880 -3.905 0.466
C -0.068 -3.536 -0.515
H 2.099 -1.982 -2.672
H 3.687 -2.664 -0.823
H 0.629 -4.434 1.431
H -1.127 -3.713 -0.391


[3]
51
Properties=species:S:1:pos:R:3 method="wB97M-V/def2-TZVPD" homo_lumo_gap_ev=6.78 homo_energy_ev=-4.2 total_charge=-1 de_lowest_kcal_mol=6.5
Cu 0.217 -0.109 0.384
Br 2.516 -1.991 -0.221
C 2.460 -2.478 1.625
C 3.480 -3.274 2.063
C 3.503 -3.717 3.400
C 2.490 -3.367 4.244
C 1.422 -2.548 3.799
C 0.364 -2.230 4.684
C -0.676 -1.463 4.249
C -0.679 -0.956 2.929
C 0.333 -1.185 2.010
C 1.388 -2.046 2.463
H 4.262 -3.567 1.376
H 4.320 -4.341 3.741
H 2.480 -3.714 5.272
H 0.400 -2.617 5.696
H -1.500 -1.232 4.916
H -1.528 -0.349 2.628
C -0.641 -3.805 -1.111
N -1.271 -2.647 -0.517
C -1.826 -1.645 -1.233
S -2.295 -0.215 -0.458
N -1.978 -1.861 -2.548
C -2.490 -0.894 -3.505
H -0.200 -4.398 -0.313
H 0.161 -3.537 -1.806
H -1.376 -4.430 -1.626
H -0.927 -2.339 0.390
H -1.546 -2.684 -2.930
H -2.679 0.042 -2.986
H -3.415 -1.259 -3.956
H -1.746 -0.696 -4.274
C 0.676 5.586 -2.058
C 1.728 4.556 -2.417
O 1.612 3.372 -1.621
P 0.634 2.144 -2.023
O 0.991 1.050 -1.067
Te 0.735 1.675 -4.359
O -0.834 2.739 -1.716
C -1.169 3.082 -0.364
C -2.605 3.544 -0.356
H 0.846 6.502 -2.630
H 0.722 5.831 -0.995
H -0.322 5.215 -2.294
H 2.729 4.942 -2.220
H 1.669 4.283 -3.472
H -0.491 3.864 -0.009
H -1.039 2.207 0.276
H -2.737 4.416 -0.998
H -2.914 3.805 0.658
H -3.250 2.743 -0.721


[4]
47
Properties=species:S:1:pos:R:3 method="wB97M-V/def2-TZVPD" homo_lumo_gap_ev=7.43 homo_energy_ev=-7.0
Li -0.347 -0.263 -0.814
N 1.601 -0.784 -1.770
C 1.804 -2.211 -1.863
C 1.143 -2.762 -0.600
N -0.215 -2.332 -0.510
C -1.265 -3.014 -1.266
C -2.058 -2.115 -2.136
N -2.280 -0.853 -1.401
H 1.519 -0.259 -2.615
H 2.122 -0.338 -1.056
H 2.818 -2.612 -1.969
H 1.270 -2.510 -2.818
H 1.737 -2.406 0.202
H 1.181 -3.921 -0.640
H -0.474 -2.209 0.451
H -1.966 -3.462 -0.571
H -0.696 -3.781 -1.852
H -2.960 -2.640 -2.407
H -1.553 -2.001 -3.106
H -2.719 -1.080 -0.505
H -2.935 -0.216 -1.812
Br -0.299 2.115 -2.698
C 1.264 2.404 -1.548
C 2.317 3.019 -2.108
C 3.385 3.467 -1.321
C 3.308 3.400 0.025
C 2.174 2.774 0.633
C 2.108 2.675 2.128
C 1.040 2.028 2.681
C 0.107 1.327 1.821
C 0.183 1.316 0.443
C 1.164 2.168 -0.124
H 2.416 3.289 -3.171
H 4.232 3.888 -1.766
H 4.115 3.740 0.638
H 2.956 3.062 2.654
H 1.038 1.873 3.768
H -0.582 0.698 2.338
C -3.225 0.654 2.282
C -2.956 -0.324 3.397
C -2.430 -1.613 2.815
N -2.168 -2.457 2.084
H -3.708 1.551 2.717
H -3.823 0.110 1.498
H -2.287 0.907 1.795
H -3.885 -0.393 4.018
H -2.174 0.091 4.056


[5]
64
Properties=species:S:1:pos:R:3 method="wB97M-V/def2-TZVPD" homo_lumo_gap_ev=4.15 homo_energy_ev=-10.4 total_charge=+1
C -0.513 0.313 3.739
N 0.645 1.002 3.124
C 0.891 0.578 1.740
C 1.487 1.681 0.833
C 3.044 1.597 0.907
C 3.639 1.469 2.318
C 3.344 2.625 3.264
S 3.971 2.065 4.913
C 1.121 1.260 -0.644
P 2.028 2.234 -1.948
N 1.512 1.905 -3.404
C -0.402 1.421 -0.905
C -0.860 0.476 -2.010
C -2.357 0.090 -1.835
C -2.718 -1.187 -2.584
F -1.733 -1.688 -3.317
F -3.701 -0.859 -3.459
C -3.382 -2.275 -1.689
F -4.087 -3.128 -2.502
F -4.276 -1.632 -0.978
C -2.428 -3.041 -0.725
F -2.859 -2.803 0.510
F -1.219 -2.539 -0.754
C -2.442 -4.584 -0.872
F -1.902 -5.070 0.207
F -3.733 -5.058 -0.863
C -1.736 -5.214 -2.090
F -2.345 -4.929 -3.244
F -1.868 -6.522 -1.933
C -0.207 -4.933 -2.268
F 0.293 -5.979 -2.879
F 0.017 -3.895 -3.026
F 0.429 -4.790 -1.131
O -0.604 2.816 -1.264
S -0.511 3.648 0.121
O -0.282 4.996 -0.235
O -1.730 3.491 0.849
C 0.952 3.097 1.131
O 1.946 4.063 0.916
H -1.328 0.159 3.038
H -0.851 0.931 4.571
H -0.194 -0.631 4.196
H 1.434 0.716 3.693
H 1.617 -0.248 1.752
H -0.019 0.138 1.331
H 3.533 2.388 0.344
H 3.289 0.661 0.395
H 3.392 0.502 2.755
H 4.725 1.446 2.193
H 3.932 3.499 3.007
H 2.291 2.835 3.405
H 3.352 2.874 5.798
H 1.362 0.197 -0.707
H 3.373 1.823 -1.847
H 1.957 3.603 -1.606
H 1.189 2.768 -3.835
H -1.008 1.253 -0.008
H -0.764 0.941 -2.987
H -0.253 -0.419 -1.935
H -2.499 -0.035 -0.759
H -2.996 0.914 -2.139
H 0.623 3.221 2.162
H 1.770 4.765 1.554
Cu -5.351 -4.998 -2.383


[6]
47
Properties=species:S:1:pos:R:3 method="wB97M-V/def2-TZVPD" homo_lumo_gap_ev=10.26 smiles="CC(C)CCNC(=O)[C@@H](NC(=O)c1c(F)cccc1F)C(C)C" homo_energy_ev=-9.5 de_lowest_kcal_mol=1.3
C -5.774 -1.598 -0.033
H -5.206 -2.399 0.433
H -6.134 -1.948 -0.997
H -6.635 -1.388 0.597
C -4.924 -0.339 -0.199
C -4.437 0.154 1.162
H -3.777 1.011 1.050
H -5.285 0.460 1.772
H -3.917 -0.637 1.699
H -5.566 0.441 -0.626
C -3.781 -0.552 -1.203
C -2.679 -1.530 -0.778
N -1.654 -0.904 0.028
C -0.434 -0.605 -0.451
O -0.044 -0.910 -1.561
C 0.448 0.176 0.527
N 1.811 0.055 0.077
C 2.821 -0.262 0.908
O 2.712 -0.363 2.111
C 4.139 -0.438 0.199
C 4.668 0.550 -0.624
C 5.906 0.436 -1.227
C 6.653 -0.710 -1.011
C 6.163 -1.722 -0.204
C 4.924 -1.570 0.393
F 4.454 -2.568 1.154
H 6.726 -2.624 -0.027
H 7.620 -0.814 -1.476
H 6.268 1.237 -1.851
F 3.949 1.671 -0.838
H 1.912 -0.013 -0.927
C -0.009 1.655 0.589
C 0.760 2.399 1.677
H 1.820 2.421 1.439
H 0.639 1.912 2.641
H 0.403 3.423 1.755
C 0.174 2.340 -0.763
H -0.260 3.337 -0.738
H 1.232 2.435 -0.996
H -0.307 1.773 -1.557
H -1.075 1.656 0.847
H 0.392 -0.261 1.531
H -1.906 -0.595 0.952
H -3.098 -2.378 -0.232
H -2.166 -1.905 -1.667
H -4.219 -0.920 -2.133
H -3.312 0.410 -1.423


[7]
51
Properties=species:S:1:pos:R:3 method="wB97M-V/def2-TZVPD" homo_lumo_gap_ev=7.71 homo_energy_ev=-7.2 de_lowest_kcal_mol=0.0
C 2.557 3.959 2.182
C 1.346 3.660 1.319
H 1.365 4.231 0.385
H 0.414 3.899 1.844
O 1.351 2.264 1.006
C 0.423 1.848 0.142
O -0.398 2.602 -0.344
C 0.381 0.372 -0.066
N -0.754 -0.246 -0.164
N -1.938 0.384 -0.185
C -3.103 -0.320 -0.101
C -4.321 0.364 -0.154
C -5.507 -0.343 -0.069
C -5.516 -1.726 0.058
C -4.305 -2.399 0.110
C -3.111 -1.715 0.035
H -2.166 -2.230 0.078
H -4.299 -3.474 0.212
H -6.451 -2.259 0.121
C -6.806 0.402 -0.157
F -7.809 -0.208 0.496
F -7.228 0.543 -1.432
F -6.735 1.647 0.344
H -4.333 1.439 -0.256
H -1.978 1.399 -0.258
N 1.526 -0.376 -0.096
C 2.831 0.210 -0.287
H 3.003 0.999 0.445
H 3.559 -0.584 -0.120
C 3.018 0.782 -1.697
O 3.038 -0.278 -2.623
C 3.138 0.153 -3.955
H 3.144 -0.742 -4.573
H 2.284 0.784 -4.233
H 4.062 0.719 -4.121
H 2.193 1.474 -1.933
H 3.963 1.347 -1.747
C 1.410 -1.790 -0.381
H 2.146 -2.057 -1.141
C 1.649 -2.631 0.873
O 3.017 -2.571 1.214
C 3.326 -3.292 2.377
H 4.396 -3.181 2.540
H 2.781 -2.901 3.245
H 3.083 -4.356 2.262
H 1.357 -3.675 0.680
H 1.034 -2.246 1.700
H 0.404 -1.981 -0.757
H 2.557 5.010 2.454
H 2.529 3.357 3.086
H 3.472 3.733 1.641


[8]
51
Properties=species:S:1:pos:R:3 method="wB97M-V/def2-TZVPD" homo_lumo_gap_ev=7.38 homo_energy_ev=-7.4 de_lowest_kcal_mol=356.6
C -3.814 -2.616 3.306
C -2.407 -2.718 3.386
H -2.164 -3.475 2.586
H -2.044 -3.099 4.260
O -1.675 -1.312 3.040
C -1.331 -1.067 1.828
O -1.639 -1.682 0.883
C -0.598 0.077 1.684
N 0.182 0.244 0.632
N 0.176 -0.447 -0.353
C 1.021 -0.531 -1.419
C 0.911 -1.201 -2.669
C 1.906 -0.752 -3.601
C 2.894 -0.104 -3.429
C 2.927 0.833 -2.406
C 2.247 0.569 -1.294
H 2.273 1.349 -0.356
H 3.896 1.504 -2.245
H 3.474 0.063 -4.220
C 1.902 -1.937 -4.735
F 0.570 -2.350 -5.051
F 2.806 -3.058 -4.724
F 2.115 -1.305 -5.878
H 0.337 -2.007 -2.574
H -0.817 -1.252 -0.598
N -0.313 0.826 2.952
C -1.288 1.474 3.658
H -2.113 0.352 3.991
H -0.850 1.766 4.534
C -2.186 2.338 2.943
O -2.824 1.744 1.642
C -3.983 1.144 1.665
H -3.847 0.210 2.501
H -4.687 1.830 2.045
H -4.072 0.730 0.737
H -3.173 2.475 3.578
H -1.778 3.271 2.560
C 1.138 1.475 3.007
H 1.746 0.899 2.515
C 0.997 2.680 1.943
O 0.575 3.979 2.884
C 0.631 4.949 2.008
H -0.122 5.065 1.045
H 0.154 6.018 2.630
H 1.402 5.383 1.550
H 0.286 2.800 1.222
H 2.026 3.184 1.753
H 1.208 2.067 4.023
H -4.311 -1.914 3.953
H -4.105 -2.350 2.157
H -4.405 -3.565 3.403


[9]
59
Properties=species:S:1:pos:R:3 method="wB97M-V/def2-TZVPD" multiplicity=2 homo_lumo_gap_ev="8.13 / 7.71" homo_energy_ev="-8.8 / -8.8" s2=0.7644 de_lowest_kcal_mol=14.6
Ru -0.502 -0.429 -0.002
O -1.025 -0.744 2.053
N -0.747 0.269 2.790
N -0.346 1.274 2.156
O -0.199 1.322 0.821
C -0.016 2.489 2.858
C -0.767 2.862 3.958
C -0.417 4.022 4.631
C 0.657 4.786 4.193
C 1.388 4.392 3.081
C 1.057 3.233 2.398
H -1.602 2.254 4.276
H -0.990 4.332 5.494
H 0.924 5.691 4.722
H 2.231 4.981 2.745
H 1.624 2.895 1.542
C -5.304 -3.411 -2.721
C -4.091 -2.941 -1.980
C -3.099 -3.838 -1.582
C -2.037 -3.342 -0.872
N -1.976 -2.038 -0.562
C -2.937 -1.229 -1.045
S -2.519 0.429 -0.799
N -3.999 -1.644 -1.734
H -5.955 -3.971 -2.047
H -5.027 -4.078 -3.538
H -5.852 -2.559 -3.112
H -3.168 -4.890 -1.817
H -1.236 -3.970 -0.506
N 0.732 -3.214 1.843
C 1.270 -3.019 0.619
N 2.457 -3.606 0.345
O 0.668 -2.400 -0.286
H 1.349 -3.498 2.587
H 0.007 -2.565 2.119
H 3.074 -3.794 1.119
H 2.922 -3.195 -0.453
C 1.984 1.204 -2.998
C 0.534 1.128 -2.491
C 0.117 2.474 -1.908
C -0.385 0.741 -3.681
C 0.380 -0.041 -1.596
H 2.057 1.988 -3.755
H 2.296 0.261 -3.451
H 2.671 1.439 -2.186
H 0.215 3.240 -2.679
H 0.761 2.743 -1.071
H -0.916 2.471 -1.563
H -0.280 1.517 -4.440
H -1.431 0.685 -3.379
H -0.087 -0.211 -4.125
H 0.976 -0.894 -1.944
F 1.730 -0.495 1.428
Sb 3.554 0.074 1.150
F 3.493 0.917 2.826
F 4.100 -1.559 1.935
F 5.324 0.600 0.849
F 3.480 -0.780 -0.546
F 2.875 1.644 0.335